Density functional theory data (ωB97M-V/def2-TZVPD) for a molecular structure, C22H41N7O4 at a distorted geometry.

XYZ file:
```
74
Properties=species:S:1:pos:R:3:forces:R:3:mulliken_charge:R:1
C 4.258232 18.326593 23.399092 8.0 3.7 4.9 -0.5199
O 3.996266 19.248688 22.639542 2.1 1.3 0.7 -0.5621
N 5.056181 18.516209 24.478675 2.3 -1.2 -1.3 0.6769
C 5.550388 17.362008 25.281194 -2.6 3.0 -1.8 -1.1205
C 5.766659 19.753727 24.699339 0.4 -3.2 -1.3 -0.5780
H 3.833932 17.318290 23.274637 3.3 1.4 1.4 1.0690
H 5.543176 17.532693 26.357716 -1.9 1.6 -2.2 -0.1546
H 6.615491 17.217288 25.100288 -1.9 0.7 -1.0 0.3198
H 4.929517 16.469283 25.206030 0.2 -0.1 -0.7 0.2282
H 5.142708 20.568139 24.331212 2.0 -3.7 -0.9 1.3650
H 5.942693 19.927681 25.760869 -0.7 -1.8 -2.3 -0.2824
H 6.786685 19.713224 24.317226 0.1 0.2 -0.8 0.4739
C 4.782756 24.303892 23.319412 -0.3 -0.1 0.1 0.1074
O 4.211285 25.338553 22.984404 0.6 -0.9 0.1 -0.6466
N 4.488454 23.536019 24.379146 -0.4 0.1 1.2 0.1377
C 5.258827 22.365107 24.844879 -1.4 3.4 -1.1 -0.5684
C 3.347865 23.879089 25.236367 1.3 1.1 2.7 -1.0897
H 5.597940 23.787104 22.789710 0.4 0.6 -0.6 0.3286
H 6.270646 22.372044 24.439588 0.0 0.0 -0.1 0.4443
H 4.798429 21.417149 24.566454 -1.4 4.2 0.7 -0.8788
H 5.298781 22.322534 25.933317 -0.4 1.5 -1.1 0.4400
H 3.763291 24.169770 26.201272 0.3 1.2 0.1 0.3694
H 2.656320 24.608337 24.814391 0.5 0.0 -0.1 0.3885
H 2.777956 22.999398 25.535469 0.7 1.1 0.6 0.3554
C 3.645888 17.252155 21.564934 -1.4 -3.4 -5.7 -0.0571
C 3.958703 17.222160 20.070796 2.1 -1.5 1.5 0.3452
O 4.800112 16.388790 19.718239 -1.0 1.0 -0.3 -0.6358
C 3.330104 18.160262 19.103407 -0.7 0.0 -0.1 -1.2607
H 4.260286 17.897777 22.192470 0.0 -2.4 -5.7 -0.5561
H 3.793356 16.278328 22.031858 0.5 -0.9 -1.3 0.5952
H 2.582602 17.360382 21.778967 0.3 0.9 -1.3 0.4249
H 2.251813 18.043520 19.211879 -0.2 0.0 -0.2 0.3339
H 3.625278 17.899498 18.087058 0.0 0.1 0.1 0.3766
H 3.497119 19.215059 19.321596 0.4 0.0 0.1 0.2837
C 2.467646 19.889002 24.069740 -0.6 7.2 -3.0 -0.5033
C 2.681517 21.295925 23.490434 -1.8 1.3 -1.7 0.0726
O 2.487769 22.297528 24.171100 -2.3 -4.8 -3.3 -0.5892
C 3.019412 21.392172 22.015588 1.2 0.2 0.3 -0.9989
H 3.397990 19.574930 24.542922 -0.7 3.0 -2.1 0.0653
H 2.177754 19.065246 23.417451 -0.4 1.2 -0.8 0.6406
H 1.767831 19.865576 24.905092 -0.9 3.9 -0.6 0.6370
H 2.129900 21.237514 21.404895 0.0 0.0 0.0 0.4151
H 3.724009 20.564696 21.932404 -0.8 1.1 -1.3 0.3579
H 3.614870 22.249228 21.700991 -0.7 0.6 0.3 0.3047
C 0.574358 16.353841 24.936948 0.0 0.3 -0.3 -1.4938
C 1.774217 16.757704 24.178738 -1.2 -2.5 -0.2 0.4146
N 2.697540 17.002263 23.539926 -9.2 -6.2 1.4 -0.1586
H -0.200858 16.961669 24.470382 -0.5 -0.2 0.3 0.3006
H 0.612767 16.516491 26.014072 0.2 0.5 -0.3 0.3047
H 0.350941 15.289972 24.857167 0.2 0.0 -0.7 0.4037
C 8.212585 21.174294 27.676180 -0.7 0.6 1.0 -1.4602
C 6.853847 21.016364 27.137232 -2.0 2.2 -0.6 0.5849
N 5.778428 20.950968 26.664943 3.6 1.7 6.4 -0.4889
H 8.427860 20.256039 28.222589 0.5 0.8 -0.1 0.4654
H 8.222503 21.936919 28.454904 0.0 0.5 -0.4 0.3787
H 8.911229 21.346281 26.857399 0.1 0.0 0.3 0.3758
C 6.493432 18.748525 27.857136 0.3 0.2 2.0 -1.0352
C 7.767841 18.788060 27.149950 -2.7 -1.2 1.1 0.8001
N 8.769954 18.831580 26.629759 2.2 -0.7 -1.6 -0.6547
H 6.385644 17.754088 28.290246 0.3 1.2 0.7 0.4291
H 5.663311 18.878138 27.162719 0.3 0.1 0.8 0.4659
H 6.450582 19.428961 28.707593 0.0 0.4 -0.4 0.4438
C 8.024939 16.085258 25.572267 0.6 0.5 0.8 -1.1851
C 6.967161 16.374053 26.568642 3.7 -3.9 0.0 0.4122
N 6.180997 16.540495 27.367468 -0.2 -4.8 2.0 -0.4881
H 8.964788 16.205223 26.111131 0.2 -0.5 -0.3 0.4053
H 7.979938 16.904523 24.854729 0.9 -0.4 -0.1 0.4719
H 7.899608 15.141566 25.041361 0.0 0.0 0.3 0.4115
C 2.867332 18.476999 25.436920 0.1 -6.2 8.1 -1.1206
C 2.330736 17.918990 26.665365 -0.9 -0.9 1.6 -0.6317
N 1.854852 17.478125 27.623358 0.4 0.3 -0.3 -0.8584
H 3.564245 19.208082 25.846717 -0.4 -0.2 0.5 0.4263
H 2.083023 18.841218 24.773364 -0.3 -4.7 3.4 1.5281
H 3.319508 17.600287 24.973230 0.4 1.6 2.2 -0.0020
```
Positions in Å, forces in eV/Å.

HOMO level in eV: -8.0
Total charge: 0
HOMO-LUMO gap in Ha: 0.2966
Energy relative to the best compared isomer or geometry (same formula, charge and spin) in kJ/mol: 2903.5